Below is a cluster of 2 separate species, C4H11NO in total, with properties calculated with ωB97M-V/def2-TZVPD.

As for the relative energy (zero: lowest compared OMol25 entry of this formula, charge and spin): 4.9 kcal per mole. As for the frontier orbital gap: 10.65 eV. As for the structure (SMILES): CC(N)=O.CC. As for the HOMO energy: -9.8 eV.

Structure (XYZ):
```
17
C4H11NO, DFT ωB97M-V/def2-TZVPD
C -3.1553 -0.4519 -0.5588
C -1.8086 -1.1241 -0.5078
O -1.5480 -2.0871 -1.1953
N -0.9392 -0.6031 0.3968
H -3.5393 -0.5291 -1.5777
H -3.2854 0.5535 -0.1700
H -0.0602 -1.0978 0.4885
H -1.0554 0.3028 0.8133
H -3.8199 -1.1117 -0.0122
C 2.5979 0.7397 -0.4238
C 2.1135 0.7962 1.0212
H 3.2011 1.6236 -0.6529
H 3.2953 -0.0807 -0.5765
H 1.8390 0.7304 -1.2002
H 3.0210 0.7965 1.6268
H 1.5202 1.6769 1.2482
H 1.6233 -0.1341 1.2805
```


Below is a cluster of 4 separate species, C54H50ClO7P in total, with properties calculated with ωB97M-V/def2-TZVPD.

As for the frontier orbital gap: 7.83 eV. As for the structure (SMILES): O=C1c2ccccc2C(=O)c2ccccc21.O=C1c2ccccc2C(=O)c2ccccc21.O=C1c2ccccc2C(=O)c2ccccc21.COCCCCCCCCCCCPCl. As for the HOMO energy: -8.9 eV.

Structure (XYZ):
```
113
C54H50ClO7P, DFT ωB97M-V/def2-TZVPD
C -0.5491 -1.8212 -6.1164
O 0.1299 -2.3967 -4.9449
C 1.5934 -2.4327 -5.1112
C 2.3578 -1.2767 -4.1749
C 2.0380 -1.6883 -2.6171
C 3.1641 -1.1625 -1.5293
C 2.5609 0.0513 -0.6278
C 3.1583 0.2432 0.8662
C 4.5047 -0.5792 1.2561
C 4.0690 -1.7691 2.3188
C 3.5589 -3.1572 1.6152
C 2.0093 -3.1165 1.0518
C 0.9369 -3.9623 1.9849
P -0.5366 -2.7575 2.3799
Cl -2.2951 -3.8218 2.9137
H -1.6038 -2.3340 -6.2090
H 0.0022 -1.9899 -7.1355
H -0.7394 -0.6841 -5.9032
H 1.9474 -3.4829 -4.6705
H 1.9545 -2.4208 -6.2288
H 3.4926 -1.2592 -4.4601
H 1.8857 -0.2391 -4.4970
H 0.9475 -1.3044 -2.3840
H 2.0402 -2.8590 -2.5643
H 4.0457 -0.6967 -2.1860
H 3.6410 -2.0549 -0.9446
H 2.6248 1.1078 -1.1767
H 1.3900 -0.1531 -0.5159
H 3.3875 1.4049 1.0132
H 2.3112 -0.0109 1.6473
H 5.1887 0.1660 1.8913
H 5.1744 -0.9417 0.3710
H 3.3124 -1.3813 3.1565
H 5.0628 -2.0392 2.9231
H 4.3224 -3.5773 0.7990
H 3.5621 -3.9858 2.4742
H 1.5629 -2.0419 0.9290
H 2.0362 -3.6925 0.0067
H 1.4146 -4.4324 2.9442
H 0.4459 -4.8663 1.3799
H -0.8310 -2.1488 1.0753
C 1.7395 -2.7236 6.8374
C 2.6976 -2.3493 5.8957
C 3.5985 -1.3233 6.1858
C 3.5333 -0.6608 7.4176
C 2.5597 -1.0185 8.3493
C 1.6678 -2.0603 8.0633
C 2.4499 -0.2934 9.6316
O 1.5971 -0.6093 10.4521
C 3.3764 0.8229 9.9068
C 3.2462 1.5563 11.0934
C 4.1267 2.6050 11.3677
C 5.1427 2.9175 10.4649
C 5.2712 2.1922 9.2795
C 4.3798 1.1490 8.9957
C 4.5017 0.4111 7.7229
O 5.3915 0.6881 6.9268
H 1.0433 -3.5293 6.6150
H 2.7453 -2.8577 4.9353
H 4.3471 -1.0400 5.4478
H 0.9137 -2.3542 8.7913
H 2.4577 1.3167 11.8050
H 4.0206 3.1766 12.2872
H 5.8333 3.7297 10.6816
H 6.0638 2.4450 8.5772
C -5.6917 -0.3292 -5.5089
C -6.9825 0.0932 -5.8261
C -7.4626 -0.0471 -7.1292
C -6.6449 -0.6007 -8.1218
C -5.3460 -1.0004 -7.8102
C -4.8720 -0.8750 -6.4978
C -4.4577 -1.5397 -8.8600
O -3.3177 -1.8943 -8.5863
C -4.9598 -1.6373 -10.2451
C -4.1094 -2.0925 -11.2611
C -4.5803 -2.2005 -12.5714
C -5.9007 -1.8641 -12.8684
C -6.7485 -1.4050 -11.8593
C -6.2737 -1.2822 -10.5467
C -7.1675 -0.7617 -9.4933
O -8.3267 -0.4614 -9.7544
H -5.3207 -0.2284 -4.4913
H -7.6169 0.5303 -5.0582
H -8.4732 0.2801 -7.3684
H -3.8637 -1.1975 -6.2440
H -3.0780 -2.3602 -11.0371
H -3.9168 -2.5492 -13.3598
H -6.2700 -1.9549 -13.8877
H -7.7767 -1.1395 -12.0996
C -2.2987 0.5730 1.9235
C -2.3580 0.7737 3.3023
C -2.0490 2.0243 3.8399
C -1.6675 3.0749 2.9966
C -1.5844 2.8673 1.6204
C -1.9120 1.6164 1.0812
C -1.1352 3.9540 0.7263
O -1.0654 3.7735 -0.4832
C -0.7633 5.2577 1.3113
C -0.2807 6.2783 0.4818
C 0.0606 7.5187 1.0251
C -0.0874 7.7460 2.3930
C -0.5626 6.7293 3.2226
C -0.8920 5.4794 2.6816
C -1.3598 4.3992 3.5725
O -1.4857 4.5967 4.7755
H -2.5484 -0.3989 1.5036
H -2.6472 -0.0431 3.9598
H -2.1026 2.1751 4.9168
H -1.8626 1.4508 0.0064
H -0.1652 6.1101 -0.5878
H 0.4401 8.3081 0.3799
H 0.1716 8.7145 2.8155
H -0.6709 6.9125 4.2904
```


Below is a structure of composition C5H8O2, with properties calculated with ωB97M-V/def2-TZVPD.

As for the relative energy (zero: lowest compared OMol25 entry of this formula, charge and spin): 140.2 kcal per mole. As for the frontier orbital gap: 8.84 eV. As for the HOMO energy: -8.0 eV.

Structure (XYZ):
```
15
C5H8O2, DFT ωB97M-V/def2-TZVPD
C -1.8209 0.3171 1.0710
C 0.2672 1.0816 0.2023
C 1.0667 0.9850 -1.0697
C 1.0263 -0.1958 -0.1712
O 2.1225 -0.6788 0.5334
C -0.1988 -1.0430 -0.3655
O -1.1399 0.0968 -0.2840
H -2.1966 1.3506 1.0859
H -1.1806 0.1649 1.9603
H -2.6235 -0.4103 1.0229
H 0.6114 1.0032 -2.0531
H 1.9689 1.5856 -0.9777
H 2.7848 -0.9458 -0.1170
H -0.3178 -1.5931 -1.3131
H -0.3697 -1.7182 0.4755
```


Below is a structure of composition C18H9F7NRhS, with properties calculated with ωB97M-V/def2-TZVPD.

As for the relative energy (zero: lowest compared OMol25 entry of this formula, charge and spin): 0.0 kcal per mole. As for the frontier orbital gap (spin up / spin down): 7.19 / 6.86 eV. As for the spin multiplicity: 5. As for the HOMO energy (spin up / spin down): -7.4 / -9.0 eV.

Structure (XYZ):
```
37
C18H9F7NRhS, DFT ωB97M-V/def2-TZVPD
Rh -0.2655 -0.1723 -0.2409
C 2.2834 3.4204 0.8441
C 1.4390 4.4587 0.4745
C 0.1582 4.1666 0.0462
C -0.2697 2.8421 -0.0109
N 0.5885 1.8469 0.2821
C 1.8173 2.1284 0.7113
C -1.6450 2.4383 -0.3503
C -2.7181 3.3226 -0.2236
C -4.0123 2.8869 -0.4431
C -4.2526 1.5736 -0.8221
C -3.1887 0.6963 -0.9887
C -1.8865 1.1097 -0.7391
H 3.2775 3.6103 1.2215
H 1.7743 5.4859 0.5263
H -0.5124 4.9606 -0.2488
H 2.4396 1.2814 0.9729
H -2.5446 4.3491 0.0757
H -4.8365 3.5750 -0.3060
H -5.2662 1.2276 -0.9801
H -3.3833 -0.3174 -1.3190
F 6.3407 -1.9957 0.3096
C 5.0649 -1.9356 -0.0493
C 4.5708 -0.7879 -0.6490
F 5.3751 0.2582 -0.8414
C 3.2516 -0.7434 -1.0483
F 2.8039 0.3619 -1.6454
C 2.3789 -1.8229 -0.8616
S 0.7566 -1.7891 -1.4956
C 2.9062 -2.9587 -0.2446
F 2.1300 -4.0163 -0.0510
C 4.2268 -3.0182 0.1595
F 4.7045 -4.1200 0.7325
F 0.3454 -2.2313 1.8428
C -0.6410 -1.3134 1.5823
F -1.7738 -2.0302 1.2560
H -0.8461 -0.7886 2.5215
```


Asked for maximum force across the records above, the calculation gives 0.021 0.053 0.039 0.011 hartree/bohr in order.